No. 1
The following is a DFT calculation (ωB97M-V/def2-TZVPD) of a molecular structure, C42H105N7NaO18SSn.

Structure (XYZ):
```
175
Properties=species:S:1:pos:R:3:forces:R:3:lowdin_charge:R:1
Sn 3.884 4.421 -0.052 -0.6 -0.3 -0.1 0.948
S -0.503 1.463 0.062 -2.7 -1.7 0.7 0.147
Na -4.460 0.244 1.965 -0.3 -0.2 -0.1 0.732
O -6.455 -0.982 -0.366 -0.3 0.3 0.7 -0.172
O -0.066 5.781 -5.929 -0.9 -0.5 0.9 -0.200
O -6.822 -0.900 3.694 0.7 -0.2 -0.6 -0.226
O -1.530 2.466 -0.166 -0.9 0.6 0.1 -0.300
O -0.484 -8.118 1.464 0.6 1.8 0.3 -0.220
O 0.298 1.808 1.228 1.2 0.4 1.5 -0.243
O -3.981 3.356 3.450 -0.2 -0.4 -0.5 -0.211
O 0.378 1.476 -1.059 2.4 0.2 -2.5 -0.225
O -3.604 -7.005 -5.242 0.4 -0.9 -1.1 -0.202
O 5.464 -0.474 -5.332 -0.6 -0.7 -0.2 -0.195
O 6.232 2.089 8.182 -1.0 -0.9 -1.6 -0.208
O 0.896 -4.560 4.718 0.2 -0.4 0.0 -0.184
O 6.605 -3.794 -2.001 -0.1 -0.4 -0.7 -0.232
O 10.195 3.277 5.493 0.2 0.1 0.0 -0.183
O -0.926 -4.050 -6.693 1.1 -1.0 1.0 -0.206
O 1.874 8.501 -1.500 1.8 -0.3 0.2 -0.199
O -1.095 0.112 0.237 0.1 0.9 0.4 -0.324
O -7.145 6.633 -1.454 -0.5 -1.0 0.0 -0.192
N -5.759 -2.873 1.908 -0.1 2.0 0.6 -0.080
N -0.807 -6.856 -5.703 0.6 -0.2 -0.3 -0.063
N 4.922 -1.116 -1.741 0.5 0.9 0.8 -0.088
N 6.553 3.164 5.120 0.1 -2.5 -0.7 -0.075
N -0.867 -5.096 1.483 0.2 0.1 -0.3 -0.066
N -0.086 6.468 -2.250 1.6 -0.6 -1.4 -0.084
N -5.480 4.570 1.093 -0.3 0.3 1.2 -0.058
C 7.829 3.038 5.819 0.5 1.9 -0.3 -0.198
C -2.971 2.905 4.326 0.0 0.1 -0.7 -0.095
C -6.207 -3.226 3.245 -1.1 0.9 -0.8 -0.178
C 4.777 -2.345 -0.981 0.8 -1.4 -1.0 -0.191
C -6.189 -2.345 -0.442 -0.8 -0.9 0.7 -0.235
C 0.373 -6.261 -6.325 0.1 1.1 0.7 -0.201
C 6.786 -0.701 -5.822 0.3 1.1 1.2 -0.089
C 0.542 -3.995 5.955 1.1 -1.0 1.1 -0.130
C -3.853 4.716 3.104 -1.9 0.3 -0.7 -0.205
C 6.124 -3.121 -0.831 0.6 0.2 0.0 -0.203
C -1.287 -7.332 0.616 0.9 0.3 -0.7 -0.222
C 5.300 2.703 7.208 1.0 -0.1 0.9 -0.189
C -6.554 5.299 0.394 0.7 -0.2 -0.2 -0.190
C -0.016 5.460 -4.507 -1.0 0.0 -1.1 -0.193
C 8.967 3.703 5.007 -1.1 -1.1 0.0 -0.235
C -6.726 -2.992 0.802 1.2 -1.5 0.6 -0.182
C -0.642 -5.947 0.324 -0.9 -1.8 0.6 -0.198
C 5.523 -1.361 -3.037 -0.1 0.0 -0.4 -0.221
C -0.347 -3.073 -5.788 0.7 0.3 -1.3 -0.105
C 0.052 -5.044 -7.223 -1.1 1.0 0.1 -0.168
C -4.664 -7.541 -4.441 1.3 1.2 0.1 -0.100
C 2.676 9.507 -2.129 -0.3 -0.4 0.3 -0.085
C -6.065 6.289 -0.648 0.1 -0.2 0.2 -0.256
C -5.989 -0.287 -1.457 0.8 1.4 -1.4 -0.130
C 5.378 -0.130 -3.956 0.2 -0.9 0.2 -0.209
C -1.630 -7.538 -6.659 -1.1 0.2 0.4 -0.230
C 0.093 -5.375 2.567 0.4 0.7 -0.4 -0.190
C -2.849 -8.045 -5.915 -1.1 -0.6 0.0 -0.215
C 0.066 -4.288 3.609 -0.8 0.5 1.2 -0.233
C -5.129 5.215 2.359 0.4 -0.1 0.4 -0.213
C -6.943 7.715 -2.312 -0.6 -0.4 -0.2 -0.107
C 7.813 -4.549 -1.789 -0.5 0.7 0.8 -0.088
C 5.834 2.239 9.520 -0.5 1.3 0.1 -0.129
C 0.120 4.673 -6.822 1.8 0.7 0.1 -0.109
C 0.539 8.819 -1.519 -1.5 -0.2 -0.6 -0.253
C -1.022 -9.351 1.748 0.6 -0.3 1.0 -0.130
C 10.777 4.148 6.407 1.6 -0.5 0.5 -0.126
C 5.538 2.309 5.741 -0.8 1.0 1.0 -0.209
C -0.384 7.588 -1.395 -0.6 -0.6 0.3 -0.205
C -7.316 -2.237 3.731 2.0 0.1 -0.4 -0.190
C -7.780 0.066 4.034 0.1 0.1 0.8 -0.105
C -0.432 6.666 -3.670 0.8 0.6 0.0 -0.199
H -7.822 7.712 -2.957 0.0 0.4 0.1 0.092
H -0.307 -9.747 2.469 0.1 -0.8 -0.4 0.094
H -1.924 -9.280 2.357 -0.7 0.0 -0.5 0.088
H -5.124 -2.578 -0.460 0.3 0.1 -0.6 0.131
H 10.230 4.292 7.339 -0.4 0.1 -0.1 0.090
H 7.714 3.552 6.773 0.5 -0.2 0.4 0.105
H 4.244 2.547 7.428 0.0 -0.4 0.6 0.113
H 0.382 -3.287 3.314 -0.4 0.1 -0.9 0.127
H 6.908 -2.410 -0.570 0.0 0.4 0.4 0.117
H -8.621 0.117 3.344 0.0 0.0 -0.2 0.095
H -3.870 5.308 4.020 0.6 0.2 0.1 0.121
H -1.118 -9.916 0.821 -0.3 -0.5 0.2 0.093
H 0.523 -2.919 6.130 -0.2 0.4 -1.0 0.082
H -0.456 7.170 -0.391 0.5 0.3 0.3 0.114
H -8.135 -2.316 3.016 -0.5 -0.1 0.6 0.113
H 5.927 3.305 9.729 -0.2 0.3 0.5 0.082
H -3.159 1.839 4.458 0.0 0.1 0.6 0.083
H -1.986 2.975 3.865 0.2 0.2 -0.1 0.090
H 8.874 4.789 5.020 0.0 0.2 -0.3 0.119
H -1.296 -7.905 -0.311 -0.8 0.1 -0.5 0.117
H 8.175 2.025 6.024 -0.7 -0.2 -0.3 0.137
H 2.491 10.508 -1.741 -0.3 0.1 0.2 0.088
H 6.094 0.630 -3.641 0.4 0.2 -0.3 0.115
H 4.109 -2.987 -1.557 -0.2 -0.6 0.1 0.113
H 7.136 0.330 -5.888 1.0 -0.2 -0.5 0.086
H 6.923 -1.245 -6.756 -1.0 0.3 -0.1 0.089
H -0.474 3.762 -6.747 -0.7 0.5 0.3 0.086
H -0.962 -4.263 3.970 -0.4 0.4 0.0 0.115
H -1.453 -6.117 -5.463 0.4 0.6 0.8 0.092
H 2.455 9.511 -3.197 0.2 0.0 -0.2 0.091
H 0.149 5.091 -7.828 -0.7 0.0 0.0 0.087
H -1.428 7.795 -1.627 -0.3 1.3 0.1 0.110
H 0.901 -6.962 -6.971 -0.1 -0.3 0.1 0.116
H -6.749 -2.803 -1.257 0.4 0.1 -0.6 0.136
H -4.814 -3.162 1.697 -0.4 -0.4 -0.2 0.111
H -5.034 6.295 2.249 0.6 0.4 -0.3 0.108
H -0.899 -4.136 1.170 0.4 0.2 0.4 0.101
H -2.629 -8.837 -5.199 0.6 0.2 0.4 0.116
H -5.091 -6.643 -3.995 -0.4 -0.2 0.1 0.083
H -1.489 6.935 -3.693 -0.4 -0.4 -0.6 0.118
H 1.152 4.341 -6.714 0.3 -0.3 0.3 0.075
H 0.412 -3.383 -5.070 -0.3 -1.0 0.2 0.078
H 7.394 -1.262 -5.112 0.0 0.1 0.3 0.079
H 0.395 -6.164 0.067 0.4 0.3 0.2 0.115
H -6.777 -4.071 0.655 -0.5 -0.3 -0.7 0.122
H -5.715 7.193 -0.149 0.6 0.1 0.1 0.121
H -2.260 -7.158 1.074 -0.3 -0.2 -0.2 0.121
H 1.370 -4.315 6.587 0.1 0.0 0.2 0.086
H 4.317 -2.219 -0.001 0.3 0.3 0.0 0.116
H 4.796 1.961 9.702 -0.2 -0.2 -0.2 0.081
H 6.441 1.728 10.268 0.4 -0.3 -0.7 0.089
H -7.266 1.025 4.100 -0.1 0.0 -0.2 0.088
H 6.181 4.101 5.055 0.3 0.1 0.3 0.103
H 8.918 3.280 4.004 -0.3 0.4 -0.3 0.119
H 0.228 -2.374 -6.395 0.0 0.3 -0.3 0.073
H -8.144 -0.154 5.038 -0.4 0.1 0.1 0.090
H -0.320 -4.451 6.443 -0.5 0.0 -0.5 0.084
H -4.902 -0.322 -1.532 0.3 0.0 0.1 0.093
H 0.319 9.295 -2.474 -0.2 0.2 -0.3 0.111
H -0.762 4.705 -4.263 0.2 -0.7 -0.3 0.119
H 3.725 9.288 -1.929 -0.1 -0.2 -0.2 0.085
H -1.119 -5.574 -0.582 -0.1 0.3 0.2 0.116
H -6.350 -0.585 -2.441 -0.4 -0.7 0.0 0.096
H -6.904 8.615 -1.698 0.3 0.4 -0.4 0.092
H -0.606 5.648 -1.969 0.0 0.0 0.4 0.107
H 8.252 -4.992 -2.684 -0.9 0.1 -0.3 0.087
H 0.060 7.511 -4.152 0.4 0.3 0.5 0.117
H -1.081 -2.463 -5.261 -0.4 -0.6 -0.2 0.081
H 6.557 -1.682 -2.912 0.0 0.4 0.0 0.106
H 8.610 -3.908 -1.412 0.0 0.3 0.3 0.081
H -6.747 -4.172 3.202 0.2 -0.6 0.4 0.114
H 1.039 -6.048 -5.489 0.3 0.4 -0.2 0.104
H 6.077 -3.854 -0.025 -0.3 0.0 0.2 0.115
H -0.411 -5.480 -8.108 -0.4 0.4 0.0 0.104
H 11.705 3.638 6.667 0.1 0.1 0.3 0.091
H -2.982 4.909 2.478 0.4 -0.1 0.2 0.126
H 0.322 9.559 -0.749 -0.3 0.0 0.2 0.125
H 4.404 0.329 -3.787 -0.3 -0.2 -0.3 0.114
H -7.107 5.938 1.082 -0.3 -0.7 0.4 0.121
H -5.975 5.195 3.045 -0.2 -0.7 0.1 0.115
H -7.750 -2.662 0.980 0.3 0.4 0.5 0.126
H -5.424 -8.099 -4.988 0.2 -0.1 -0.1 0.087
H 5.498 3.773 7.266 -0.2 0.3 0.1 0.112
H -5.356 -3.262 3.925 -0.1 -0.1 0.0 0.123
H -3.469 -8.581 -6.633 -0.5 0.2 -0.3 0.115
H 7.609 -5.313 -1.039 0.2 -0.3 0.0 0.084
H 4.009 -0.715 -1.896 -0.2 0.0 0.1 0.098
H -6.273 0.765 -1.408 -0.1 0.0 0.5 0.093
H -1.135 -8.362 -7.173 0.1 0.0 0.1 0.129
H 0.991 5.106 -4.286 0.0 0.1 0.4 0.118
H -4.648 4.355 0.562 -0.1 0.3 -0.4 0.103
H -1.964 -6.790 -7.378 -0.3 -0.3 -0.7 0.115
H 11.104 5.088 5.964 -0.4 0.3 -0.1 0.088
H 5.584 1.221 5.700 1.0 0.0 -0.5 0.124
H -7.195 4.563 -0.092 -0.3 0.2 0.0 0.117
H -7.497 -2.492 4.775 -0.8 -0.1 -0.1 0.128
H -6.099 7.546 -2.981 0.4 0.3 0.2 0.088
H -5.265 5.795 -1.200 0.3 0.3 -0.4 0.121
H 0.881 -4.461 -7.623 0.5 -0.3 0.4 0.115
H 4.588 2.531 5.255 -0.1 0.1 -0.2 0.105
H -0.170 -6.334 3.012 0.2 0.1 0.0 0.120
H -2.985 3.514 5.230 0.0 -0.4 0.4 0.093
H 5.035 -2.236 -3.465 -0.2 -0.1 -0.7 0.123
H -4.172 -8.102 -3.646 -0.4 -0.5 0.1 0.084
H 1.111 -5.424 2.183 0.2 -0.3 -0.2 0.123
```
Positions in Å, forces in eV/Å.

Computed properties:
* frontier orbital gap: 2.871 eV
* charge: +1

=====

No. 2
The following is a DFT calculation (ωB97M-V/def2-TZVPD) of a molecular structure, C42H105N7O14.

Structure (XYZ):
```
168
Properties=species:S:1:pos:R:3:forces:R:3:lowdin_charge:R:1
O -2.161 -3.500 -1.641 -1.8 -2.1 -1.4 -0.194
O 1.376 -1.482 -1.507 0.5 -3.7 -2.4 -0.243
O -0.563 -3.626 2.239 -0.8 -0.5 0.2 -0.123
O 1.780 0.415 2.474 2.9 0.9 0.3 -0.047
O 5.940 2.284 2.338 -1.6 1.2 0.8 -0.195
O -4.360 -0.716 0.443 -1.1 -1.2 3.2 -0.280
O 3.812 -4.904 5.165 0.0 0.5 0.0 -0.192
O -6.958 0.126 -1.603 -1.2 1.2 0.2 -0.218
O 0.404 4.788 0.270 1.5 1.0 0.7 -0.235
O 1.113 1.819 -2.960 2.3 0.5 -3.3 -0.324
O 0.101 1.507 0.003 -4.5 2.2 -9.5 -0.307
O 4.288 -0.575 -0.839 13.3 1.1 -0.1 -0.256
O -2.656 2.266 -3.512 0.0 0.7 0.9 -0.159
O -3.860 2.574 0.902 -0.5 1.7 -0.6 -0.154
N -0.879 2.520 1.983 -0.7 3.5 2.9 -0.048
N -4.317 -0.342 -3.142 -2.8 0.3 0.3 -0.018
N 3.385 2.568 1.329 -2.1 -0.6 9.6 -0.073
N -1.169 -1.149 -2.840 9.4 -4.0 1.1 -0.166
N -1.398 -1.108 1.062 1.6 9.6 -1.9 -0.055
N 0.746 -3.522 5.031 1.1 0.2 0.9 -0.044
N 3.923 2.600 -0.662 3.5 0.4 -8.5 -0.039
C -5.756 -0.958 0.762 0.7 0.6 -0.2 -0.026
C -3.200 -4.367 -1.071 0.5 -0.7 -0.8 -0.063
C 4.461 -6.002 4.583 0.1 0.6 0.3 -0.112
C -2.497 0.977 -4.064 0.8 -1.5 0.6 -0.146
C 7.242 1.793 2.106 0.1 1.4 -0.8 -0.113
C 5.593 3.529 1.590 0.6 -1.2 -0.1 -0.105
C 1.696 5.465 0.067 -1.0 0.5 -0.1 -0.057
C 1.346 1.211 1.352 3.0 -0.7 4.5 -0.229
C 0.004 2.472 -1.037 -3.6 0.0 -1.6 -0.044
C -3.650 -1.935 0.488 1.2 0.6 -1.2 -0.165
C -1.656 3.161 -3.948 0.6 0.2 -0.2 -0.117
C 0.041 -0.443 -3.135 0.6 -0.4 -1.3 -0.240
C 4.066 3.842 1.524 1.6 -0.4 3.0 -0.126
C -1.713 -3.098 1.496 2.4 -6.4 3.6 -0.134
C 0.011 -0.928 0.576 -4.0 2.5 -3.7 -0.133
C 2.625 2.136 -1.086 2.0 0.9 -0.9 -0.201
C 1.779 -3.985 6.004 -1.5 -0.4 -0.3 -0.168
C 5.104 1.720 -0.845 -1.8 0.1 -1.0 -0.135
C 0.200 -2.567 2.870 -2.5 -6.6 -0.7 -0.202
C -6.502 -1.085 -2.076 2.6 -0.5 -0.8 -0.232
C -2.933 1.539 1.084 -1.4 -1.6 1.6 -0.218
C 0.957 1.801 -4.373 -0.5 -0.7 -0.6 -0.123
C -2.208 -1.644 -0.049 -3.8 3.5 -1.4 -0.205
C -8.376 0.203 -1.744 0.4 0.4 0.4 -0.082
C -2.488 -3.168 -2.984 -0.5 -0.4 -1.7 -0.184
C -1.285 3.935 1.939 0.8 0.2 -1.3 -0.157
C -1.371 -2.358 -3.632 1.6 -1.6 0.7 -0.134
C 2.437 2.189 -2.594 0.9 -0.6 -0.9 -0.135
C -4.650 2.430 -0.272 -0.5 -0.8 -0.5 -0.077
C 2.509 -5.226 5.568 0.0 -0.7 -0.2 -0.268
C 5.006 0.416 -0.041 0.1 -0.2 0.2 -0.111
C -2.000 1.686 2.308 0.2 0.6 -2.0 -0.146
C 4.771 -1.959 -0.635 3.4 0.4 2.0 -0.073
C -2.912 -0.172 -3.085 -4.4 2.2 -1.8 -0.257
C 0.199 0.156 -0.505 -1.4 -0.4 -0.4 -0.123
C 1.972 2.625 1.429 -1.4 -0.8 0.2 -0.108
C -4.890 -1.093 -2.003 -2.4 0.1 -1.8 -0.144
C 1.280 -3.248 3.719 -0.8 0.3 0.3 -0.190
C 1.357 -1.166 -2.911 -0.4 0.6 1.5 -0.112
C -0.103 4.884 1.629 0.1 0.0 0.4 -0.176
C 2.678 -1.404 -0.858 -8.5 -2.3 -1.3 -0.146
C 1.489 -0.947 2.250 6.8 4.8 4.9 -0.262
H 2.520 -3.220 6.232 -0.2 0.3 -0.2 0.124
H 1.957 -5.722 4.770 -0.1 0.2 -0.6 0.113
H 3.624 1.832 1.978 1.0 0.3 0.6 0.139
H -2.430 -2.637 2.176 1.0 -0.8 0.7 0.101
H -1.710 4.161 -3.517 -1.0 0.0 -0.1 0.104
H -0.305 2.255 1.195 -2.2 1.6 0.6 0.020
H 0.078 -0.105 -4.170 -0.5 -0.9 0.1 0.098
H 1.410 -2.030 -3.574 0.5 -0.2 0.1 0.123
H 2.589 -1.930 0.092 -0.4 -0.1 -0.2 0.109
H -1.641 0.706 2.622 -0.1 -0.1 0.1 0.114
H 1.784 -1.267 1.250 0.9 -0.1 1.2 0.107
H -1.040 -1.548 -1.921 0.1 0.1 0.4 0.097
H 2.122 -0.416 -3.111 0.5 -0.3 -0.3 0.116
H 0.539 -0.475 1.415 -3.4 0.7 -4.0 0.008
H -0.577 3.358 -0.780 0.0 -0.5 0.6 0.122
H 1.561 0.720 0.402 2.0 -0.3 2.5 0.085
H 2.593 5.090 0.559 -1.4 0.0 0.8 0.035
H -1.785 -2.606 -0.339 -0.4 2.2 -1.3 0.098
H -6.892 -1.915 -1.486 -0.2 -0.2 -0.1 0.100
H 1.642 -4.129 3.189 -0.1 -0.3 -0.3 0.127
H -0.028 -4.162 4.926 0.0 -0.3 0.3 0.111
H -6.135 -1.696 0.055 0.0 -0.1 0.6 0.071
H -2.407 -0.941 -0.858 0.4 0.1 0.3 0.113
H 4.460 -2.736 -1.333 1.3 0.3 -0.3 0.112
H 1.586 6.530 0.271 0.0 0.1 0.3 0.092
H 3.675 4.329 2.417 0.2 0.3 0.2 0.136
H 7.550 0.885 2.624 -1.1 -0.2 0.0 0.094
H 0.258 1.251 1.315 3.1 -2.1 4.4 0.056
H -4.600 -0.739 -1.014 -0.1 0.4 -1.7 0.037
H -1.434 -2.301 0.808 1.9 -7.1 3.7 -0.091
H 0.395 -1.919 0.333 -0.2 0.3 -0.4 0.164
H 3.882 -6.301 3.710 0.3 -0.4 -0.2 0.088
H -5.106 1.444 -0.362 0.0 -0.2 0.4 0.052
H -1.675 -0.144 1.177 -0.3 0.3 -0.1 0.077
H -1.378 -2.195 -4.709 -1.1 0.4 0.0 0.150
H 3.397 -2.023 -1.394 -3.6 1.0 -1.3 0.065
H -2.460 -1.142 -3.291 -4.1 3.0 -1.0 0.018
H 5.462 -5.650 4.331 -0.1 -0.2 -0.3 0.090
H 0.621 -1.907 2.112 -1.7 -7.5 -0.3 -0.031
H -0.546 -1.993 3.420 0.4 0.6 0.5 0.159
H -2.166 -3.913 0.931 0.4 -0.8 1.2 0.084
H 2.345 1.175 -0.653 0.4 0.5 -0.9 0.095
H -4.785 0.553 -3.154 -0.4 0.3 0.0 0.100
H -4.012 -2.605 -0.292 -0.8 0.4 0.8 0.082
H -1.629 3.176 -5.038 -0.3 0.5 -0.4 0.099
H 1.253 -4.232 6.927 -0.1 0.3 0.1 0.111
H -2.073 4.105 1.206 -0.2 0.1 -0.3 0.107
H -0.533 -3.054 -3.586 0.6 0.0 0.4 0.123
H -1.727 4.256 2.882 0.2 -0.1 0.3 0.121
H 7.259 1.687 1.022 1.0 -0.4 -0.1 0.067
H -3.010 0.948 -5.026 -0.2 -0.3 -0.1 0.134
H 3.900 2.753 0.337 0.2 -1.2 -3.2 -0.174
H -2.473 1.264 0.135 0.5 0.3 -0.1 0.122
H 0.954 2.764 -1.484 -2.9 0.4 0.8 0.063
H -6.844 -1.207 -3.104 0.1 -0.2 -0.3 0.117
H 1.667 3.150 0.524 -0.8 0.4 2.1 0.080
H -0.554 1.991 -1.840 -0.4 0.4 0.2 0.095
H 0.040 0.472 -2.542 0.0 -1.0 -1.4 0.079
H 5.942 0.070 0.398 0.3 -0.3 -0.6 0.107
H 1.889 2.852 -0.720 2.3 -0.6 -0.2 0.060
H -0.630 2.886 -3.704 -0.8 0.0 0.7 0.035
H 6.167 4.405 1.893 0.0 -0.1 0.6 0.125
H -3.542 0.687 1.385 0.2 0.0 -0.3 0.106
H -4.187 -4.276 -1.525 0.1 0.3 -0.6 0.100
H -4.161 2.535 -1.240 1.0 0.2 0.1 0.080
H -0.353 5.922 1.848 -0.4 0.2 -0.3 0.115
H 0.660 4.662 2.374 0.4 -0.1 -0.3 0.099
H 1.443 0.952 -4.853 0.8 0.2 0.0 0.106
H -5.500 3.108 -0.347 0.2 0.4 0.8 0.092
H 6.006 2.287 -0.615 -0.1 -0.4 -0.2 0.084
H 2.640 3.154 -3.057 0.2 0.5 0.5 0.135
H 1.953 -1.567 3.017 0.6 2.1 -0.5 0.098
H -8.743 1.169 -1.396 0.4 0.1 -0.1 0.089
H -1.431 0.797 -4.201 -0.5 0.1 -0.4 0.070
H 2.517 -6.022 6.311 0.3 0.1 0.7 0.116
H 7.983 2.516 2.445 0.2 0.3 -0.3 0.086
H 3.922 4.500 0.668 0.5 -0.5 0.2 0.104
H -4.606 -2.144 -2.046 -0.2 0.1 -0.2 0.077
H 1.148 2.715 -4.935 0.6 0.4 0.5 0.118
H 5.858 -1.953 -0.554 0.2 0.2 0.0 0.107
H -2.558 0.136 -2.101 -0.3 0.4 0.1 0.113
H -3.454 -2.667 -3.047 0.3 -0.1 0.1 0.094
H 1.698 3.090 2.376 -0.4 0.1 -0.1 0.132
H -2.602 -4.042 -3.624 0.0 -0.6 0.2 0.132
H -8.860 -0.534 -1.103 -0.1 -0.4 -0.1 0.088
H 3.131 1.517 -3.098 0.3 -0.4 0.0 0.119
H -6.249 -0.011 0.541 -0.1 -0.2 0.4 0.093
H -0.102 1.612 -4.546 0.8 0.1 -0.3 0.040
H 3.032 -0.384 -0.710 -4.8 -0.6 0.0 0.045
H 0.405 -1.054 2.302 1.7 4.6 3.3 0.064
H 5.929 3.301 0.579 -0.1 0.6 0.2 0.075
H -8.660 0.076 -2.788 -0.1 -0.2 -0.1 0.088
H -5.911 -1.287 1.789 0.2 0.0 0.0 0.106
H -0.511 0.054 -1.326 -0.2 0.4 1.6 0.101
H 1.195 0.054 -0.937 -1.2 0.8 0.4 0.091
H -2.872 -5.395 -1.219 0.0 -0.1 0.2 0.108
H 2.144 -2.592 3.826 0.0 -0.8 0.8 0.107
H -2.580 2.059 3.152 0.1 0.3 0.0 0.133
H 5.119 1.516 -1.916 0.6 -0.6 -0.1 0.113
H 4.549 -6.792 5.329 0.0 -0.4 -0.2 0.087
H 4.394 0.541 0.852 -0.2 0.1 -0.1 0.121
H 2.066 5.416 -0.957 -1.0 -0.3 -0.5 0.096
H -3.398 -4.156 -0.020 0.6 -0.5 -0.5 0.063
H -3.574 -2.372 1.484 -1.5 0.4 -0.8 0.113
H 4.350 -2.295 0.313 0.5 -0.1 0.2 0.111
```
Positions in Å, forces in eV/Å.

Computed properties:
* frontier orbital gap: 6.796 eV
* energy above the lowest of the compared OMol25 structures with the same formula, charge and spin: 1122.7 kcal/mol
* charge: 0

=====

Number 1: highest occupied orbital energy -9.813 eV, electronic energy -113599.2845 eV, strongest force on any atom 0.067 Eh/bohr. Number 2: highest occupied orbital energy -6.351 eV, electronic energy -84293.2891 eV, strongest force on any atom 0.260 Eh/bohr.